(1)
This record from the OMol25 dataset describes C20H16B3MgNO31 as an isolated structure at a distorted geometry. The level of theory is ωB97M-V/def2-TZVPD.

CARTESIAN COORDINATES (ANGSTROEM)
Mg (-1.9167, -12.0127, -2.1044)
O (5.2880, -13.8373, -3.0967)
C (4.6766, -12.7926, -3.2790)
O (3.3021, -12.7460, -3.4174)
B (2.8580, -11.3512, -3.7942)
O (4.0652, -10.5439, -3.6882)
C (5.1056, -11.3109, -3.3027)
O (6.3013, -11.0166, -3.2390)
O (1.8719, -10.8863, -2.8043)
C (0.6442, -11.0185, -3.3090)
O (-0.4545, -10.9152, -2.7189)
C (0.7923, -11.2640, -4.8567)
O (2.0731, -11.2491, -5.0469)
O (-0.0953, -11.2574, -5.7680)
O (4.0321, -14.9219, -6.2683)
C (3.1258, -15.2558, -5.5008)
O (1.8513, -14.8583, -5.6078)
B (1.0918, -15.5513, -4.5118)
O (2.0393, -16.5052, -3.8800)
C (3.2830, -16.3325, -4.3851)
O (4.2202, -16.9960, -4.0235)
O (0.4931, -14.6135, -3.4734)
C (-0.8093, -14.5651, -3.6656)
O (-1.6162, -13.8239, -3.1351)
C (-1.1755, -15.6585, -4.7614)
O (-0.0701, -16.2130, -5.0756)
O (-2.2902, -15.9093, -5.2000)
O (-2.4969, -10.6696, -0.7833)
C (-2.9338, -9.5285, -0.4453)
O (-3.7047, -8.7177, -1.1693)
B (-3.9670, -7.4960, -0.3832)
O (-3.2732, -7.7044, 0.8780)
C (-2.6016, -8.7922, 0.8537)
O (-2.0432, -9.4103, 1.7620)
O (-5.3827, -7.1889, -0.2277)
C (-5.8022, -6.1187, -0.8214)
O (-6.9606, -5.7831, -1.0335)
C (-4.5166, -5.3836, -1.2143)
O (-3.4966, -6.2063, -1.0094)
O (-4.5141, -4.3068, -1.7656)
N (-0.7399, -12.9134, 0.7274)
O (-1.0203, -12.9302, -0.5164)
O (-0.6190, -13.8829, 1.3677)
O (-0.5096, -11.8306, 1.2843)
O (-3.8842, -12.6761, -1.6320)
C (-4.8670, -13.0730, -1.0054)
O (-5.4849, -14.1948, -1.1019)
C (-5.1876, -15.2929, -1.9279)
C (-6.5166, -15.8815, -2.2309)
C (-5.6352, -12.1726, -0.0800)
H (-4.5229, -15.9797, -1.4040)
H (-4.6778, -15.0956, -2.8709)
H (-7.1073, -15.1617, -2.7976)
H (-7.2324, -16.2748, -1.5091)
H (-6.4415, -16.6716, -2.9780)
H (-6.4843, -12.6273, 0.4302)
H (-5.9706, -11.3003, -0.6409)
H (-4.9192, -11.8008, 0.6529)
O (-2.8066, -11.3166, -3.6676)
C (-3.1988, -10.8562, -4.7388)
O (-3.2554, -9.5847, -5.1109)
C (-2.7147, -8.6221, -4.1825)
C (-2.1769, -7.4027, -4.9402)
C (-3.6641, -11.7771, -5.8761)
H (-1.9488, -8.9753, -3.4920)
H (-3.4404, -8.0799, -3.5764)
H (-1.5932, -6.7188, -4.3240)
H (-3.0544, -6.8420, -5.2622)
H (-1.6046, -7.6966, -5.8201)
H (-4.1008, -12.7497, -5.6490)
H (-2.7286, -12.0253, -6.3774)
H (-4.3868, -11.3542, -6.5738)

Total charge = -3
Calculated total energy = -3434.3243 a.u.
Multiplicity = 2
⟨S²⟩ = 0.75
Lowest unoccupied orbital energy (alpha / beta) = 5.20 / 5.19 eV

---

(2)
This record from the OMol25 dataset describes C35H31I2N7O3STaTe as an isolated structure at a distorted geometry. The level of theory is ωB97M-V/def2-TZVPD.

CARTESIAN COORDINATES (ANGSTROEM)
Ta (0.1792, 0.7072, 0.3289)
I (-6.1156, 1.6063, 4.9351)
C (-4.4969, 1.0904, 3.7347)
C (-4.6689, 0.1706, 2.7075)
C (-3.5896, -0.1460, 1.9012)
I (-3.8513, -1.6015, 0.4297)
C (-2.3510, 0.4579, 2.0967)
O (-1.3214, 0.1874, 1.2858)
C (-2.1720, 1.3476, 3.1526)
C (-0.8557, 2.0551, 3.4066)
N (0.3188, 1.3278, 2.9180)
C (0.7859, 0.3405, 3.9107)
C (-0.0349, -0.9218, 3.9327)
C (-0.8041, -1.2657, 5.0359)
C (-1.5737, -2.4174, 4.9809)
C (-1.5391, -3.1855, 3.8289)
C (-0.7177, -2.7745, 2.7900)
N (0.0207, -1.6712, 2.8355)
C (-3.2568, 1.6578, 3.9642)
H (-5.6260, -0.3014, 2.5397)
H (-0.7653, 2.2583, 4.4799)
H (-0.8967, 3.0160, 2.8954)
H (1.0755, 1.9816, 2.7611)
H (0.7594, 0.7900, 4.9087)
H (1.8238, 0.0898, 3.6841)
H (-0.8079, -0.6349, 5.9154)
H (-2.1967, -2.7017, 5.8184)
H (-2.1311, -4.0847, 3.7326)
H (-0.6498, -3.3607, 1.8783)
H (-3.1209, 2.3575, 4.7796)
N (-0.4012, -2.4722, -1.7015)
C (0.6026, -2.6633, -0.7833)
C (1.1263, -3.9642, -0.7180)
C (2.1234, -4.2420, 0.1777)
C (2.5841, -3.2199, 1.0022)
C (2.0154, -1.9817, 0.8725)
N (1.0392, -1.6722, -0.0168)
C (-1.1604, -1.4015, -2.1251)
C (-1.9706, -1.7004, -3.2322)
C (-2.8244, -0.7604, -3.7373)
C (-2.8696, 0.4790, -3.1151)
C (-2.0491, 0.6948, -2.0401)
N (-1.1738, -0.2108, -1.5209)
H (-0.6051, -3.3082, -2.2245)
H (0.7398, -4.7295, -1.3781)
H (2.5382, -5.2393, 0.2390)
H (3.3630, -3.3818, 1.7317)
H (2.3489, -1.1857, 1.5140)
H (-1.9087, -2.6845, -3.6778)
H (-3.4520, -0.9913, -4.5878)
H (-3.5277, 1.2663, -3.4499)
H (-2.0940, 1.6366, -1.5391)
C (5.8080, 6.3331, 0.5054)
C (5.0860, 5.0258, 0.3453)
C (5.7631, 3.8765, -0.0514)
C (5.1004, 2.6684, -0.1880)
C (3.7363, 2.6174, 0.0732)
C (3.0350, 3.7472, 0.4829)
C (3.7176, 4.9412, 0.6096)
S (2.9276, 1.0764, -0.0827)
O (2.0708, 0.9375, 1.1696)
O (3.9232, 0.0713, -0.2693)
N (1.7250, 1.0531, -1.1242)
C (2.0099, 0.9168, -2.5184)
C (3.1987, 1.3612, -3.0983)
C (3.3581, 1.2067, -4.4603)
C (2.3407, 0.6281, -5.2056)
C (1.2027, 0.2275, -4.5335)
N (1.0376, 0.3659, -3.2175)
H (6.8066, 6.2936, 0.0759)
H (5.9038, 6.5856, 1.5629)
H (5.2551, 7.1417, 0.0275)
H (6.8254, 3.9252, -0.2531)
H (5.6296, 1.7720, -0.4792)
H (1.9716, 3.6987, 0.6772)
H (3.1760, 5.8288, 0.9124)
H (3.9771, 1.8224, -2.5144)
H (4.2692, 1.5430, -4.9373)
H (2.4260, 0.4976, -6.2744)
H (0.3753, -0.2293, -5.0643)
Te (-0.7392, 3.0868, 0.0648)

Relative energy (zero: lowest compared OMol25 entry of this formula, charge and spin) = 0.2468 eV
Total charge = +1
Calculated total energy = -3279.9012 a.u.
Lowest unoccupied orbital energy = -2.96 eV

---

Number 1: molar mass 823.06 Da. Number 2: molar mass 1192.10 Da.